<A>
Density functional theory data (wB97M-V/def2-TZVPD) for a cluster of 2 separate species, C4H2 in total.

Computed properties:
* molar mass: 50.06 Da
* Kohn-Sham gap (alpha / beta): 8.175 / 8.162 eV
* HOMO (alpha / beta): -11.04 / -11.07 eV
* LUMO (alpha / beta): -0.1053 / -0.1068 hartree

ORCA input file:
```
! wB97M-V def2-TZVPD RIJCOSX def2/J DEFGRID3
* xyz 0 1
C -1.24390 -0.12670 0.08731
C 3.01462 0.57406 0.21448
C 2.11300 -0.09775 -0.19425
C -0.38786 -1.10081 0.18252
H -1.20995 0.92208 0.13251
H -2.28590 -0.17089 -0.42257
*
```

<B>
Density functional theory data (wB97M-V/def2-TZVPD) for the molecule C4H2.

Computed properties:
* molar mass: 50.06 Da
* Kohn-Sham gap: 10.980 eV
* HOMO: -9.88 eV
* LUMO: 0.0403 hartree
* SMILES: C#CC#C

ORCA input file:
```
! wB97M-V def2-TZVPD RIJCOSX def2/J DEFGRID3
* xyz 0 1
C -0.47840 -0.03742 -0.49934
C 0.34573 0.06325 0.60048
C -1.21927 -0.03286 -1.40894
C 1.23514 0.10785 1.42949
H -1.76975 -0.12502 -2.33434
H 1.88655 0.02419 2.21265
*
```

Energy above the most stable structure, in eV: <A> 8.932; <B> 0.000